C32H36IrN3O4PSe2Si | the ωB97M-V functional and the def2-TZVPD basis

Calculated values
**Energy relative to the best compared isomer or geometry (same formula, charge and spin)**: 131.3 kJ/mol
**HOMO-LUMO gap (alpha / beta)**: 7.458 / 5.393 eV
**Spin multiplicity**: 2
**LUMO energy (alpha / beta)**: -0.1632 / -2.2381 eV
**Net charge**: 0

Each line ends with the Löwdin spin population.
Atoms and positions in Å:
C (0.504, 2.517, 1.196)  0.01
H (-5.966, 0.603, -1.011)  0.00
Si (3.173, 2.316, 0.190)  0.03
N (2.442, -1.148, 1.081)  0.00
C (2.702, -1.453, 2.344)  0.00
C (-2.643, -3.202, 1.669)  0.00
C (4.272, 1.790, 1.605)  0.01
O (0.141, 0.589, 3.799)  0.00
H (-2.622, -6.837, 0.374)  0.00
C (-3.771, -5.298, 1.331)  0.00
C (3.639, 1.494, -1.398)  0.00
C (-0.510, -0.701, -6.841)  0.00
C (3.833, -2.373, 2.652)  0.00
H (-5.155, 2.401, -2.507)  0.00
H (3.259, 4.753, 0.862)  0.00
H (3.628, 0.408, -1.336)  0.00
H (-2.634, -2.181, 2.025)  0.00
H (4.185, 0.713, 1.769)  0.00
C (-1.276, -0.834, -4.568)  0.00
N (1.520, 1.758, 0.643)  0.38
C (1.873, -0.813, 3.337)  0.01
H (4.649, 1.824, -1.664)  0.00
H (-4.657, -5.912, 1.429)  0.00
Se (0.725, -0.674, -1.568)  0.04
C (-0.408, 4.225, 2.620)  -0.01
H (-0.265, 5.111, 3.225)  0.00
O (0.782, -3.375, 0.489)  0.01
H (-0.502, -1.091, -7.850)  0.00
P (-0.495, 0.898, -2.540)  0.00
C (0.680, 3.665, 1.973)  0.05
C (-1.491, -5.033, 0.617)  0.00
C (-2.627, -5.818, 0.740)  0.00
C (-2.697, -0.269, -1.189)  0.00
H (-2.513, 4.113, 3.036)  0.00
C (-0.528, 0.299, -4.254)  0.00
H (-4.388, -1.116, -0.182)  0.00
H (-0.587, -5.415, 0.162)  0.00
C (-2.237, 0.749, -2.015)  0.00
Se (0.205, 2.887, -2.360)  0.04
O (3.158, -1.519, 0.147)  0.00
C (-1.676, 3.658, 2.524)  0.05
C (0.226, 0.930, -5.235)  0.00
O (-0.421, -1.638, 1.245)  0.01
C (0.234, 0.427, -6.528)  0.00
H (-1.864, -1.325, -3.802)  0.00
H (-0.985, 1.183, 0.338)  0.00
C (-1.496, -3.722, 1.079)  0.00
H (3.135, -1.082, 5.027)  0.00
C (-4.921, 0.644, -1.292)  0.00
H (-1.847, -2.212, -6.103)  0.00
H (0.820, 0.920, -7.293)  0.00
N (0.975, -0.013, 2.876)  0.00
H (1.659, -2.044, 5.047)  0.00
C (-4.039, -0.316, -0.823)  0.00
C (-1.868, 2.519, 1.753)  0.00
C (-3.131, 1.710, -2.491)  0.00
H (2.958, 1.800, -2.194)  0.00
C (-1.266, -1.332, -5.861)  0.00
C (-4.466, 1.655, -2.133)  0.00
C (2.072, -1.065, 4.793)  0.00
H (1.669, 4.081, 2.108)  0.00
H (2.287, 4.474, -0.597)  0.00
H (-2.022, -1.038, -0.839)  0.00
H (-4.667, -3.586, 2.264)  0.00
H (4.046, 4.421, -0.676)  0.00
C (-0.252, -2.893, 0.903)  0.00
H (-2.770, 2.509, -3.128)  0.00
H (0.794, 1.816, -4.978)  0.00
H (-0.430, 1.161, 3.264)  0.00
H (-2.852, 2.083, 1.638)  0.00
C (-0.789, 1.970, 1.080)  0.04
H (3.642, -2.927, 3.570)  0.00
H (5.316, 2.005, 1.363)  0.00
H (4.783, -1.842, 2.760)  0.00
H (1.574, -0.311, 5.393)  0.00
C (-3.778, -3.990, 1.798)  0.00
Ir (0.799, -0.073, 0.807)  0.31
C (3.184, 4.167, -0.055)  0.00
H (4.028, 2.299, 2.540)  0.00
H (3.939, -3.077, 1.828)  0.00